# 1
The following is a quantum chemistry calculation of a 3-piece molecular cluster, C36H68N4O6S2 overall in a non-equilibrium geometry, from OMol25.

As for the orbital gap (spin up / spin down): 8.28 / 8.41 eV. The multiplicity is 3. The calculation puts the largest force on an atom at 1.54 eV Å⁻¹. The expectation value of S² is 2.008. The calculation puts the energy above the lowest of the compared OMol25 structures with the same formula, charge and spin at 0.0 kcal/mol.

The geometry in XYZ format:
```
116
Properties=species:S:1:pos:R:3:forces:R:3
S 2.83044 -0.54015 0.06716 -0.45 0.44 0.64
S 3.42414 -0.97317 -2.79090 0.15 0.00 -0.08
O 4.50263 -5.20345 -0.62164 0.15 -0.16 0.44
O 4.29209 3.17608 0.55557 0.02 -0.18 -0.05
O -5.35746 1.99603 3.70855 -0.35 -0.22 0.29
O -3.04357 -1.34738 1.17198 0.16 -0.14 0.33
O -2.06756 -1.23273 -1.44244 -0.22 -0.46 0.03
O -0.84713 -1.46742 1.65135 -0.15 -0.35 0.06
N 3.57797 1.38642 -1.61105 -0.11 0.32 0.89
N -1.65398 -2.10680 -0.41286 0.16 -0.06 0.27
N -6.41118 2.69294 3.45627 1.33 0.21 -0.74
N 5.78298 -5.35818 -0.61953 -0.83 0.46 -1.15
C 7.51795 -7.11677 -1.05111 0.03 0.13 0.19
C -3.12155 0.46144 -3.30334 0.20 0.24 -0.26
C 7.93668 -4.10588 -0.21179 0.02 -0.14 0.01
C -6.98208 2.34467 2.11136 -0.95 -0.17 -0.14
C -1.13076 3.17915 0.11035 0.40 -0.32 -0.10
C -6.16501 3.02464 1.01586 0.28 0.21 -0.05
C 6.34682 -5.92495 -2.98381 -0.10 0.35 -0.18
C 7.07406 -4.58819 -3.12241 0.02 -0.08 0.12
C -1.14174 3.23554 -1.41540 -0.23 0.06 -0.17
C -2.31301 2.43847 -2.02028 0.29 -0.03 -0.12
C 3.26805 0.01639 -1.50531 0.22 -0.49 -0.90
C -1.88039 0.14233 -1.12797 0.15 0.39 -0.27
C 5.76600 -3.03978 0.17198 -0.29 0.17 0.06
C -8.45644 2.75836 1.97972 -0.01 0.11 0.09
C 5.05153 3.07691 -0.63490 0.13 -0.01 0.34
C 5.14988 -7.55043 -1.55058 -0.26 0.03 -0.02
C 2.91822 2.85897 0.36650 -0.22 0.45 -0.09
C -6.94654 0.83247 1.94068 0.23 -0.13 0.01
C -0.45184 -2.84111 -0.73343 0.21 0.03 -0.46
C 6.20770 -6.45404 -1.54750 0.66 -0.71 0.18
C 2.58277 2.29758 -1.01688 -0.17 -0.30 0.19
C -1.76490 -1.62265 0.88102 0.27 0.44 -0.08
C 6.48697 -4.03694 -0.71826 0.81 0.25 0.53
C -2.00179 0.98039 -2.40103 -0.42 0.02 0.26
C -3.26002 -0.57242 2.31051 -0.18 -0.16 0.52
C -6.19057 4.14228 3.77234 -0.64 0.60 0.51
C -7.52402 4.82940 4.16239 -0.14 -0.18 -0.03
C 4.97147 1.68730 -1.20272 -0.03 -0.24 -0.66
C -5.27960 4.26042 4.98810 0.22 -0.13 0.04
C -3.92797 -1.02635 3.36161 0.13 0.29 -0.25
C 1.89301 -2.05776 -0.15442 0.01 -0.32 -0.16
C -1.17872 4.69070 -1.88105 -0.01 -0.04 0.03
C -5.50323 4.85529 2.59706 0.18 -0.14 -0.34
C 6.48006 -3.55655 -2.16723 -0.13 -0.13 -0.34
C 0.76390 -2.02468 -1.19144 0.38 -0.18 -0.02
C -6.06707 4.53437 1.21458 -0.06 -0.02 0.10
H -3.15131 1.06840 -4.21073 -0.02 0.02 -0.01
H 1.14296 -2.47795 -2.10332 -0.01 0.09 -0.09
H -6.61628 2.79278 0.04878 -0.04 -0.03 0.00
H -3.16639 2.44012 -1.33453 -0.08 0.09 0.00
H 4.21920 -7.22554 -2.00945 0.00 0.04 0.04
H 5.53791 -8.39520 -2.12158 0.05 -0.01 0.00
H -4.38364 -0.29804 4.01952 0.54 0.02 0.36
H -5.93144 0.44583 1.90626 0.00 0.02 0.06
H -5.66612 3.67930 5.82520 -0.03 0.00 -0.01
H -1.05031 0.96548 -2.93973 0.00 -0.13 -0.07
H 1.46235 -2.22126 0.83352 0.11 0.13 0.11
H 7.02854 -2.61384 -2.22647 0.02 0.01 0.04
H -0.26418 5.21819 -1.60727 0.01 0.04 0.06
H 2.57595 -2.88121 -0.36788 0.04 0.01 0.02
H 4.76142 -2.83970 -0.18680 -0.03 -0.03 0.00
H 4.93260 -7.88790 -0.53719 0.03 0.01 0.01
H 2.34007 3.78321 0.48794 -0.06 0.00 0.04
H -0.89466 0.29566 -0.68012 -0.05 -0.04 0.17
H 4.73547 3.83124 -1.36184 0.03 0.01 -0.10
H 1.65251 1.73734 -0.90798 -0.04 0.07 -0.07
H -8.84904 2.35771 1.04529 0.04 -0.07 -0.01
H 6.30723 -2.09296 0.17308 0.09 -0.02 -0.04
H -2.96958 -0.56932 -3.60916 -0.07 -0.09 0.12
H -2.01980 5.21807 -1.42502 -0.03 0.02 0.00
H -8.40249 4.27497 3.85380 0.03 0.01 -0.04
H 8.14638 -4.71252 -2.94721 -0.01 0.00 0.05
H -0.71866 -3.56181 -1.50737 -0.09 0.09 -0.06
H -1.18236 2.15158 0.47243 -0.10 0.01 0.07
H -8.61256 3.83324 1.94765 0.02 0.00 -0.01
H 0.51493 -0.99826 -1.45896 -0.20 -0.06 0.07
H -4.26585 3.92675 4.78003 -0.02 -0.05 -0.01
H -4.44327 4.58168 2.60094 -0.02 -0.11 0.05
H -5.54229 5.93029 2.78013 0.00 0.01 0.06
H 7.29692 -8.05227 -0.53763 -0.05 -0.03 -0.05
H -0.20145 -3.43034 0.14790 -0.09 0.02 0.06
H -7.04168 5.00959 1.07542 -0.03 -0.04 0.02
H -1.97063 3.73721 0.52435 -0.05 0.02 0.03
H -4.05104 -2.07441 3.59503 -0.47 -0.09 -0.52
H -4.09092 0.57018 -2.81466 -0.03 -0.16 0.07
H -1.29637 4.75402 -2.96259 0.06 0.02 -0.05
H -2.81866 0.41610 2.26863 -0.46 0.23 -0.29
H 5.31417 0.96310 -0.45835 0.01 0.08 0.16
H -0.20086 3.58942 0.50868 -0.05 0.18 0.04
H 5.70323 -3.39415 1.20202 0.00 -0.06 -0.02
H -7.43720 0.57331 1.00250 -0.05 0.03 -0.02
H -5.41148 4.96035 0.45273 0.00 0.03 -0.01
H 6.84534 -6.68932 -3.58249 -0.01 -0.06 0.02
H 8.34264 -3.09482 -0.17782 -0.07 0.05 0.01
H 8.06301 -6.51286 -0.33489 -0.01 0.03 -0.04
H 6.97442 -4.23193 -4.14906 0.02 -0.01 -0.02
H -7.59558 5.83199 3.73981 0.04 0.01 -0.01
H 7.97774 -4.51848 0.79735 -0.01 0.00 0.01
H 2.59221 2.18016 1.15460 0.24 -0.14 0.01
H -2.64152 2.93576 -2.93554 -0.03 0.05 0.00
H 5.63058 1.59483 -2.06922 -0.02 0.01 -0.05
H 5.45118 -3.33732 -2.46915 -0.03 -0.04 0.09
H -0.21937 2.79502 -1.81292 0.00 -0.03 0.12
H -5.15654 2.59753 1.00210 -0.01 -0.04 0.10
H 8.59895 -4.68625 -0.84848 -0.01 0.00 -0.02
H 8.19039 -7.34214 -1.87936 -0.02 0.00 -0.03
H -7.59960 4.91870 5.24574 0.07 0.03 0.02
H -7.47661 0.33559 2.75433 0.01 0.01 0.02
H -5.24177 5.30995 5.28319 -0.04 0.03 0.00
H -9.04987 2.34699 2.79717 0.01 -0.01 0.01
H 5.34447 -5.80872 -3.40701 -0.05 0.03 0.11
H 6.08682 3.26878 -0.35571 -0.02 0.15 -0.01
H -2.65678 0.47159 -0.42968 0.01 -0.09 0.09
H 2.36136 3.10572 -1.71457 0.26 0.04 -0.12
```
Forces are in eV/Å.

---

# 2
The following is a quantum chemistry calculation of a 10-piece molecular cluster, C36H70N2O11P overall in a non-equilibrium geometry, from OMol25.

As for the orbital gap: 6.01 eV. The calculation puts the largest force on an atom at 1.48 eV Å⁻¹. The net charge is +1.

The geometry in XYZ format:
```
120
Properties=species:S:1:pos:R:3:forces:R:3
P 4.05932 0.64632 -0.80615 0.77 -0.50 -1.12
O -6.39434 -2.93100 3.88699 0.02 0.02 -0.05
O -2.69571 -2.85996 5.96667 0.03 0.04 0.12
O -2.91745 1.73588 0.61844 0.11 -0.06 -0.03
O -6.01124 2.38487 4.86397 -0.02 0.04 -0.01
O 0.41166 -1.35788 -3.61018 0.07 0.02 0.13
O -0.02195 4.26114 0.01402 0.00 -0.16 0.04
O 7.91188 -0.20802 -5.58700 -0.08 0.00 0.06
O -1.29645 2.68646 5.47696 0.11 -0.07 -0.03
O -1.78900 -3.74990 -6.70968 -0.12 0.03 -0.15
O 0.99396 1.02532 0.52172 0.21 0.28 -0.67
O 12.78995 -0.31367 -7.04727 0.02 -0.02 -0.01
N 2.97028 -0.14659 1.80585 -0.33 -0.11 0.30
N 4.83477 -0.35321 -1.72141 0.05 0.28 0.60
C -2.44490 -2.37190 4.89471 -0.05 -0.07 -0.22
C 0.43387 1.90931 -0.46332 -0.64 0.26 -0.04
C 1.21812 -2.56557 0.88816 0.40 -0.18 -0.01
C -0.42978 -2.32030 -8.03537 0.01 -0.04 0.25
C 2.20308 3.57083 0.46119 -0.13 0.36 -0.01
C 10.86198 0.49580 -5.91570 0.21 -0.15 -0.20
C -7.14164 -1.98104 3.86565 -0.05 0.03 0.04
C -0.43353 -2.22042 -3.48104 -0.04 0.05 0.09
C 7.04489 -1.04688 -5.49977 -0.03 0.00 -0.05
C 7.21433 -2.41918 -6.10683 0.20 0.11 -0.05
C -2.93232 1.46137 6.69474 0.01 0.20 -0.23
C -3.21148 -2.71841 3.64335 -0.01 -0.18 0.21
C 0.98017 3.35165 -0.42030 0.21 -0.07 -0.06
C -4.90536 2.02548 1.89344 0.09 -0.33 -0.48
C -1.52230 1.86288 6.33488 -0.11 -0.04 0.12
C -7.84895 -1.50482 5.11024 0.11 -0.16 0.09
C -7.41029 -1.21447 2.59215 0.16 -0.15 -0.06
C 1.62442 -3.55757 0.35791 0.16 -0.29 -0.05
C -2.66486 3.03389 2.59921 0.20 -0.14 -0.31
C 12.33762 0.45183 -6.22909 -0.03 0.03 0.03
C 13.22853 1.41015 -5.47166 0.15 -0.11 -0.14
C -6.81944 3.22884 5.18571 -0.07 0.01 0.17
C 0.97745 -1.19173 1.25498 -0.33 1.44 -0.15
C -1.55255 -3.30264 -7.81032 0.01 0.01 -0.03
C -0.40590 1.18896 7.09632 0.13 0.14 -0.12
C 2.95977 -0.33471 0.32893 0.41 0.87 0.02
C -1.72751 -1.93183 -2.75715 0.13 0.22 0.02
C -3.44219 2.22155 1.60053 -0.02 0.07 0.03
C 5.74787 -0.77327 -4.77956 0.21 0.16 -0.12
C -1.32756 -1.35759 4.74558 0.09 0.08 0.21
C -7.25425 4.32888 4.24974 0.18 -0.16 -0.12
C -0.25564 -3.60850 -4.02100 0.15 0.05 -0.06
C -7.44458 3.22933 6.55797 0.15 -0.20 0.00
C 1.43428 -0.22059 0.09898 0.12 -0.97 0.81
C 1.90622 -0.63089 2.31500 -0.39 -0.77 0.07
C -2.36507 -3.70205 -9.01449 -0.10 -0.13 0.18
H 8.18537 -2.48568 -6.59197 0.00 0.01 0.00
H 5.62548 -1.46517 -3.94763 -0.14 -0.07 -0.06
H 0.29034 -2.73329 -8.74298 -0.05 0.08 -0.11
H -7.57044 -2.13729 5.94963 0.01 -0.01 -0.01
H -5.40560 2.99041 1.93693 -0.03 0.04 0.18
H -7.21161 4.16165 7.07433 -0.13 0.05 -0.02
H -0.29973 -4.33531 -3.20631 -0.14 0.00 -0.02
H 3.70005 0.28432 2.36148 0.10 0.01 -0.09
H 10.33771 -0.23431 -6.52236 -0.03 0.00 0.00
H -0.85734 -1.18977 5.71308 -0.07 -0.18 -0.17
H -8.33029 4.27077 4.08156 -0.03 0.10 0.09
H 13.15790 1.21868 -4.39976 -0.08 0.11 0.02
H -8.92950 -1.55468 4.96851 -0.02 0.12 -0.02
H -8.47306 -1.25260 2.34972 -0.02 0.12 0.04
H -3.64243 2.01184 6.08034 -0.01 -0.01 0.00
H -0.57095 -1.72179 4.04516 -0.10 -0.01 -0.11
H -2.83801 -2.82261 -9.45365 0.09 0.01 -0.10
H -2.71641 2.56292 3.57930 -0.09 0.16 0.11
H -1.72137 -4.16934 -9.76095 0.00 0.11 -0.08
H -1.73095 -0.41068 4.37839 0.06 0.00 -0.13
H 4.88378 1.53637 -0.08856 -0.52 0.18 0.37
H 2.03206 -4.42085 -0.12169 -0.21 -0.04 0.12
H -2.57353 -2.10337 -3.42333 -0.04 -0.14 0.06
H 1.65368 -0.65037 3.36737 0.40 0.18 0.15
H -7.56606 -0.47378 5.32978 -0.09 0.07 -0.06
H 1.26558 3.60956 -1.44498 -0.06 0.07 -0.06
H -0.62964 1.96196 -0.23736 -0.17 0.04 0.05
H 14.25977 1.27599 -5.78970 0.00 -0.01 -0.01
H -5.02516 1.52205 2.84986 -0.08 0.18 0.15
H -0.75422 4.21750 -0.61051 -0.08 0.06 0.09
H -7.05443 2.39494 7.13599 0.00 -0.01 0.00
H -0.82619 -1.38651 -8.43628 0.04 -0.03 -0.13
H -5.35975 1.42407 1.10715 0.04 0.03 -0.03
H 3.39016 -1.32846 0.20388 -0.32 -0.17 -0.49
H -6.74197 4.23039 3.29750 0.02 0.00 -0.03
H 5.83665 -0.22485 -1.63217 0.05 -0.26 -0.21
H -3.68221 -1.82263 3.23410 0.07 0.00 -0.10
H -3.12570 1.68152 7.74556 0.02 -0.15 0.04
H -1.82198 -2.58290 -1.88600 -0.11 -0.10 -0.08
H 3.10781 3.57212 -0.14239 0.17 -0.24 0.09
H 0.07409 -2.11638 -7.09249 -0.01 0.00 0.00
H 10.46122 1.48700 -6.13185 -0.03 0.03 0.14
H -6.84389 -1.65658 1.77543 0.00 -0.01 0.00
H 6.43325 -2.59931 -6.84685 -0.07 -0.08 0.08
H 2.12523 4.57252 0.87936 -0.01 0.05 0.00
H 3.16801 1.42015 -1.56672 -0.29 0.20 0.53
H -7.01460 5.30089 4.68254 -0.13 0.02 0.04
H -3.07546 4.04223 2.66887 -0.07 -0.04 0.14
H 4.90789 -0.88589 -5.46724 -0.04 -0.14 0.07
H 0.71163 -3.68499 -4.51393 -0.01 -0.01 -0.01
H -1.62246 3.09841 2.29213 0.00 0.04 0.00
H -1.74074 -0.89347 -2.42916 -0.01 0.00 -0.01
H 10.69357 0.26540 -4.86312 -0.05 0.13 0.03
H -3.07204 0.39180 6.52650 0.00 -0.06 0.18
H 2.27224 2.88212 1.29985 0.02 -0.13 -0.05
H -0.50039 1.39806 8.16235 -0.04 -0.11 0.03
H -0.44710 0.10896 6.94301 -0.04 0.17 0.29
H -8.52786 3.13067 6.47558 -0.02 0.14 0.03
H 0.50471 1.50097 -1.47215 0.37 -0.27 0.05
H -3.98575 -3.44289 3.87537 -0.04 0.03 0.00
H -3.13519 -4.40899 -8.71589 0.00 0.00 0.01
H -7.11058 -0.17170 2.71307 -0.13 0.04 0.04
H 12.92490 2.43912 -5.67025 -0.06 0.01 0.12
H -1.04448 -3.82075 -4.75002 0.14 -0.06 0.23
H 0.55241 1.56555 6.74489 0.01 0.03 0.00
H 7.15099 -3.18252 -5.32980 -0.13 -0.03 -0.03
H -2.53481 -3.14304 2.89759 0.02 0.13 -0.06
H 5.75459 0.24213 -4.39334 0.00 0.01 0.01
H -0.05013 -0.95559 1.52966 -0.11 -0.18 -0.01
H 1.10034 -0.55233 -0.87811 -0.04 0.08 -0.25
```
Forces are in eV/Å.

---

Among the records above, which one has the lowest largest force on an atom?
C36H70N2O11P

---

The highest largest force on an atom belongs to which entry?
C36H68N4O6S2

---

The lowest largest force on an atom belongs to which entry?
C36H70N2O11P